[1]
DFT (the ωB97M-V functional and the def2-TZVPD basis) results for C35H28N4O2PV as an isolated structure.

## Properties
**Electronic energy**: -81763.1939 eV
**HOMO energy (spin up / spin down)**: -0.5325 / -0.5325 Ha
**Charge**: +2
**Largest force on an atom**: 3.909 eV Å⁻¹

XYZ file:
```
71
Properties=species:S:1:pos:R:3:forces:R:3
V 0.23917 -1.72830 0.33385 -1.27 -0.92 0.78
C 0.53944 1.03393 5.43624 -0.36 -0.89 0.06
C 0.39732 -0.36358 5.27251 -1.26 0.42 0.66
C 0.71971 -0.91051 4.05035 1.24 0.38 0.19
C 1.32452 -0.13545 3.05139 -0.29 0.26 0.39
C 1.52057 1.21645 3.21177 -0.60 -0.13 0.89
C 1.06000 1.79932 4.41727 1.31 0.13 -0.71
N 1.62249 -0.73356 1.79298 1.89 -0.11 -1.37
N 2.84002 -0.66762 1.42910 -1.80 -0.07 0.50
C 3.04773 -1.18555 0.13788 -0.66 0.18 -0.75
C 4.31628 -1.23040 -0.37141 0.70 -0.42 -1.51
C 4.50064 -1.78648 -1.70348 1.22 0.53 2.09
C 3.43276 -2.19899 -2.44003 -1.46 -0.52 -0.71
C 2.09499 -2.05621 -1.98968 0.61 0.64 1.96
C 1.92297 -1.57463 -0.67089 0.07 -0.04 -0.16
H 0.20766 1.45947 6.37342 0.15 0.23 -0.07
H -0.12656 -0.95483 6.08207 1.03 0.59 -1.07
H 0.73494 -1.95011 3.87388 -0.41 -1.26 0.03
H 1.97137 1.76781 2.40502 0.14 0.26 0.15
H 1.30193 2.84659 4.55186 -0.41 0.06 0.16
H 5.17888 -0.84773 0.18811 -0.45 -0.32 -0.14
H 5.55586 -1.93159 -2.02025 -1.04 0.18 -0.07
H 3.52442 -2.70261 -3.39230 0.47 0.18 -0.14
H 1.20945 -2.31771 -2.55881 0.41 -0.09 -0.23
N -1.18751 -1.17528 1.99537 -2.31 0.62 -1.63
N -1.81662 -2.38958 2.35145 -0.09 -0.82 0.12
C -1.02218 -3.52728 2.12531 -0.16 0.53 1.42
O -1.17562 -4.57198 2.65177 -0.68 -0.87 0.24
O 0.00532 -3.27486 1.32735 0.96 1.82 -2.04
H -0.80801 -0.78713 2.83104 0.66 0.68 0.62
H -1.98306 -0.53460 1.70516 1.43 -0.71 0.20
H -2.31040 -2.38932 3.24964 0.23 -0.09 -0.49
C -4.24618 2.66480 0.10111 -1.15 0.66 0.40
C -4.23632 1.30911 0.22376 1.51 -0.31 -0.06
C -3.04427 0.62602 0.12760 0.88 2.30 -0.22
C -1.87274 1.36529 -0.08925 0.78 1.12 -0.40
C -1.91597 2.79044 -0.22970 -2.03 -2.17 0.90
C -3.12629 3.43007 -0.06348 0.55 0.65 -1.08
P -0.28379 0.62737 -0.61753 -0.08 -0.51 0.03
C 0.96312 1.92563 -0.60346 -1.46 -0.32 1.71
C 2.02287 1.84405 -1.45547 1.76 -0.33 -0.78
C 3.14146 2.67633 -1.31883 -0.43 -0.65 -1.72
C 3.04018 3.68877 -0.40309 1.03 0.48 0.72
C 2.03915 3.73099 0.54184 -1.49 0.23 0.48
C 0.93160 2.83722 0.46136 2.91 1.19 -0.20
C -0.70967 0.20147 -2.31630 1.18 -0.63 2.10
C -0.66160 0.99165 -3.38019 -1.60 1.17 -3.37
C -1.53308 0.63742 -4.50073 0.74 0.74 0.73
C -2.24938 -0.52245 -4.41544 0.10 -0.44 -1.38
C -2.02257 -1.48212 -3.39215 -0.57 -0.36 -0.72
C -2.46138 -2.84217 -3.44936 0.75 0.89 -0.62
C -2.15666 -3.70989 -2.46093 0.58 1.22 0.89
C -1.47325 -3.29268 -1.30243 -0.14 1.38 -0.27
C -1.01670 -1.95190 -1.17053 0.09 -0.46 -0.85
C -1.25713 -1.08790 -2.32360 0.06 -0.12 1.72
H -5.18115 3.15976 0.13126 -0.87 0.44 0.09
H -5.07885 0.72096 0.37240 -1.72 -0.56 0.18
H -3.07993 -0.40706 0.14583 0.21 -2.08 -0.03
H -1.09890 3.36696 -0.47143 1.68 0.87 -0.50
H -3.21501 4.51026 -0.27295 0.09 -0.67 0.44
H 2.05798 1.07673 -2.22122 -0.13 -0.05 0.01
H 3.98272 2.53076 -2.04079 -0.76 0.44 0.90
H 3.78627 4.45743 -0.27949 0.42 -0.10 -0.31
H 2.17255 4.54062 1.30222 -0.70 -0.99 -0.53
H 0.22723 2.85337 1.25870 -0.70 -0.13 0.15
H -0.14056 1.93766 -3.51619 0.02 -0.16 0.69
H -1.62366 1.35835 -5.35138 0.03 -0.95 0.84
H -2.88475 -0.81143 -5.25457 0.02 0.11 0.27
H -2.84547 -3.23691 -4.36727 -0.68 0.07 -0.32
H -2.45354 -4.69837 -2.55105 -0.41 -1.81 -0.05
H -1.33480 -4.01432 -0.54524 0.24 -0.62 0.78
```
Forces are in eV/Å.

Löwdin atomic charge list, values in e, 8 entries: 0.950, -0.044, -0.028, -0.075, -0.271, -0.002, -0.033, 0.005



[2]
DFT (the ωB97M-V functional and the def2-TZVPD basis) results for C35H28N7O2S5Ti as an isolated structure.

## Properties
**Electronic energy**: -128572.0875 eV
**HOMO energy (spin up / spin down)**: -0.2334 / -0.2339 Ha
**Multiplicity**: 2
**⟨S²⟩**: 0.754
**Largest force on an atom**: 2.792 eV Å⁻¹

XYZ file:
```
78
Properties=species:S:1:pos:R:3:forces:R:3
Ti -0.10668 -0.98013 0.15179 -0.32 -0.29 -1.38
C 3.82710 1.13052 3.93364 -0.03 -0.02 -0.06
C 3.05662 1.82415 2.84472 -0.03 -0.05 0.00
C 3.64151 2.84657 2.09744 0.00 0.02 0.00
C 2.88548 3.50707 1.14902 0.01 0.03 0.03
C 1.55953 3.14552 0.97931 -0.07 0.07 0.10
C 1.06088 2.11109 1.75687 -0.04 0.04 0.00
N 1.79057 1.44909 2.65719 0.00 0.04 0.03
C -0.39191 1.77037 1.71787 0.20 0.09 -0.12
C -1.30319 2.80796 1.85562 -0.01 0.01 0.07
C -2.65111 2.51706 1.95509 0.06 0.01 -0.03
C -3.03397 1.19311 1.96942 -0.18 -0.10 -0.03
C -2.07142 0.20949 1.79443 -0.09 -0.01 0.14
N -0.77305 0.49134 1.60542 -0.55 0.53 0.74
C -2.45474 -1.22799 1.79250 -0.04 0.17 0.16
C -3.57692 -1.64834 2.48009 -0.03 0.02 0.09
C -3.90515 -2.99281 2.45242 0.01 -0.06 -0.03
C -3.10644 -3.85098 1.72925 -0.08 -0.04 0.05
C -1.98891 -3.36628 1.05358 0.05 -0.16 -0.25
C -1.19642 -4.29485 0.19416 0.00 -0.11 0.14
N -1.66039 -2.06807 1.10444 -1.00 -0.30 0.33
H 4.03747 1.82790 4.74700 0.00 -0.01 0.00
H 3.24337 0.30245 4.32806 0.00 -0.02 -0.01
H 4.78305 0.75538 3.56651 0.01 0.00 -0.01
H 4.67396 3.12002 2.27434 0.00 -0.01 0.00
H 3.32013 4.29390 0.54575 0.00 0.00 0.00
H 0.93556 3.62716 0.23736 -0.01 0.01 0.03
H -0.94618 3.82579 1.91253 0.03 0.01 0.00
H -3.38518 3.30730 2.04025 0.01 -0.01 0.01
H -4.07459 0.92085 2.06396 0.00 0.02 -0.02
H -4.16789 -0.94363 3.04526 0.00 -0.02 0.01
H -4.77450 -3.35963 2.98254 0.01 0.01 0.00
H -3.34185 -4.90404 1.65798 0.03 0.00 0.01
H -1.72778 -4.43418 -0.75247 0.07 0.03 0.09
H -0.22200 -3.89320 -0.05609 0.00 -0.04 0.06
H -1.09676 -5.26229 0.68574 0.01 -0.04 0.01
O -0.35745 -0.08785 -6.69138 -0.02 0.02 0.06
C -0.54139 -0.61921 -5.62669 0.03 -0.04 -0.08
S 0.75800 -1.03017 -4.48991 0.02 0.00 -0.01
C -0.22680 -1.75837 -3.23757 0.00 0.10 0.03
C -1.55734 -1.76930 -3.47502 0.06 -0.04 -0.07
S -2.76198 -2.27331 -2.32535 -0.01 0.35 0.12
S -2.11512 -1.10944 -5.00794 -0.03 0.00 0.00
S 0.66015 -2.32267 -1.84783 0.06 -0.33 -0.24
S -0.71329 4.46045 -5.01083 -0.03 0.04 -0.03
N -1.84101 3.46589 -4.41755 0.04 -0.03 0.02
C -1.24006 2.68816 -3.52217 -0.08 -0.05 0.01
C -1.86084 1.64871 -2.75189 -0.11 0.20 -0.11
C -3.27307 1.36107 -2.82710 0.05 0.05 -0.04
C -3.77292 0.34401 -2.12171 -0.01 0.03 0.06
C -2.88460 -0.54731 -1.34128 0.00 -0.57 -0.28
N -1.58605 -0.06482 -1.05941 -0.20 0.61 -0.41
C -1.10205 0.93139 -1.85533 0.02 -0.06 0.19
C 0.32308 1.24434 -1.70113 -0.11 -0.03 0.01
N 1.01006 0.48447 -0.82032 0.47 1.00 -0.66
C 2.32360 0.65684 -0.71368 -0.03 -0.14 -0.11
C 3.02435 1.60356 -1.44635 0.04 -0.05 -0.07
C 2.33273 2.41590 -2.31521 0.02 0.02 -0.04
C 0.95863 2.23971 -2.45128 -0.04 0.03 -0.15
C 0.14602 2.99094 -3.38182 0.06 -0.04 0.06
N 0.56913 3.97149 -4.16125 -0.02 -0.05 0.03
H -3.89489 1.97917 -3.46179 -0.01 0.00 0.03
H -4.82487 0.09092 -2.15041 0.00 0.01 -0.01
H -3.38234 -0.94608 -0.45776 -0.01 0.12 0.08
H 2.82734 -0.00400 -0.02640 -0.05 0.09 -0.08
H 4.09494 1.68957 -1.32274 0.00 -0.01 0.00
H 2.82790 3.17331 -2.90940 0.00 -0.01 -0.01
C 2.21571 -3.80243 1.67109 -0.09 0.04 -0.13
C 2.16478 -2.29767 1.87977 -0.06 0.20 -0.09
C 3.50952 -1.67377 1.55163 0.09 -0.05 0.04
O 1.15922 -1.69526 1.08790 2.01 -1.22 1.51
H 3.11181 -4.21285 2.13934 -0.02 -0.01 0.01
H 2.24896 -4.02225 0.60145 0.03 -0.01 0.02
H 1.35053 -4.29847 2.10487 -0.13 -0.03 -0.02
H 1.92414 -2.08860 2.92724 -0.02 0.06 0.05
H 3.81422 -1.95450 0.53988 0.00 0.03 0.00
H 4.26789 -2.03168 2.24981 0.03 0.01 -0.01
H 3.45510 -0.58755 1.62255 0.07 -0.08 0.15
```
Forces are in eV/Å.

Löwdin atomic charge list, values in e, 8 entries: 0.739, -0.037, -0.328, -0.019, -0.055, -0.038, -0.234, 0.189



[3]
DFT (the ωB97M-V functional and the def2-TZVPD basis) results for C35H29BrClN5O4STi as an isolated structure.

## Properties
**Electronic energy**: -168925.3348 eV
**HOMO energy (spin up / spin down)**: -0.0060 / -0.0888 Ha
**Multiplicity**: 3
**⟨S²⟩**: 2.039
**Charge**: -2
**Largest force on an atom**: 3.464 eV Å⁻¹

XYZ file:
```
77
Properties=species:S:1:pos:R:3:forces:R:3
Ti -0.65572 -1.20834 0.44725 0.20 -0.08 -1.37
Cl -3.49232 -1.00707 7.16747 0.31 0.27 -0.52
C -2.46033 -1.06279 5.69516 -0.60 1.42 -0.65
C -1.63593 -2.14456 5.57235 -0.02 -0.61 1.15
C -0.93034 -2.32703 4.39990 -0.09 -0.81 -0.06
C -1.01876 -1.44847 3.37005 -0.18 2.30 0.78
O -0.34737 -1.69577 2.30055 0.58 -0.30 -2.00
C -1.69704 -0.14680 3.51866 -1.92 -2.31 1.72
C -1.82375 0.75012 2.49190 1.41 -0.73 -1.06
N -1.17964 0.67077 1.29114 -0.08 2.60 -0.46
C -1.16589 1.97007 0.65076 -0.36 -0.94 0.40
C -2.33301 2.73104 0.45075 0.49 -1.29 0.23
C -2.31376 3.99775 -0.10458 1.08 1.37 -0.95
C -1.08637 4.65351 -0.45819 -2.74 -0.89 0.26
C 0.06727 3.94132 -0.19985 0.95 -0.29 0.02
C 1.34061 4.59100 -0.29282 -1.04 1.13 -0.21
C 2.36496 4.20290 0.46057 1.72 -0.61 -0.13
C 2.25461 2.88375 0.97697 1.60 -1.85 0.44
N 1.21755 2.10232 0.86899 0.17 0.57 0.01
C 0.05121 2.62510 0.34566 0.73 0.46 0.96
C -2.56485 -0.05784 4.70264 1.64 -1.83 0.43
H -1.53930 -2.82932 6.40566 -0.09 -0.13 -0.11
H -0.40250 -3.24207 4.16029 0.16 -0.04 0.35
H -2.30796 1.64715 2.69996 -0.98 1.52 0.48
H -3.23930 2.22382 0.77912 -0.13 0.40 -0.32
H -3.26379 4.48658 -0.32968 0.23 0.02 0.26
H -1.08058 5.69756 -0.80190 0.06 -0.62 0.02
H 1.40974 5.48727 -0.88656 -0.15 0.40 -0.04
H 3.34092 4.74283 0.51023 -0.99 -0.50 -0.07
H 3.21876 2.36816 1.34239 -1.59 0.86 -0.17
H -3.24796 0.72752 4.88615 -0.52 0.88 -0.16
O 0.55568 -4.64705 -1.96733 0.37 -0.51 -0.90
C 0.09122 -3.85726 -1.20944 0.31 -0.92 -0.24
N -0.36791 -3.15778 -0.39175 -0.67 1.23 1.31
N 1.95286 -2.83145 1.64175 0.39 -0.27 -0.16
C 3.08758 -2.48635 1.01280 -0.41 0.45 1.44
N 3.91825 -1.59225 1.46965 0.83 -0.13 -0.60
C 5.09244 -1.63686 0.70203 -0.67 0.08 1.72
C 6.24077 -0.90640 1.04496 -1.19 -0.02 -1.11
C 7.31437 -0.98605 0.17632 0.41 0.84 0.64
C 7.32630 -1.86577 -0.90111 -0.89 -0.21 0.18
C 6.22797 -2.71443 -1.13425 0.13 0.55 0.10
C 5.09356 -2.56902 -0.33304 0.56 -0.29 -0.51
S 3.55351 -3.40622 -0.33988 0.90 -0.61 -1.40
H 1.65800 -2.24663 2.39374 -0.24 0.41 0.24
H 1.19765 -3.25106 1.11904 -0.13 -0.03 -0.17
H 6.08456 -0.17547 1.82769 0.53 -0.04 0.13
H 8.13709 -0.27613 0.34341 -0.14 -0.50 -0.22
H 8.14396 -1.78790 -1.58658 0.38 -0.40 -0.31
H 6.24952 -3.43383 -1.94158 -0.02 0.03 -0.09
Br -6.63498 1.69972 -5.04489 -0.48 0.23 0.01
C -5.91320 0.81331 -3.53193 1.63 1.38 0.11
C -6.37321 -0.40752 -3.15002 -1.00 -1.42 0.10
C -5.59499 -1.19956 -2.30658 0.36 0.00 1.26
C -4.39995 -0.71344 -1.74213 -0.08 -0.46 -0.46
C -3.97821 0.55251 -2.11765 0.56 1.09 -0.24
C -4.73130 1.34702 -2.98319 0.24 -0.07 -0.33
C -3.46762 -1.48509 -0.77350 1.37 2.13 -1.07
O -3.86314 -2.39777 -0.10003 -0.27 -0.74 0.39
O -2.26756 -0.91081 -0.79015 -1.27 -1.45 0.78
H -7.36632 -0.76397 -3.48756 0.88 0.12 -0.02
H -5.92962 -2.19457 -2.00471 0.01 0.29 -0.11
H -2.97789 0.91814 -1.79208 -1.06 -0.34 -0.07
H -4.30733 2.33202 -3.27402 -0.61 -0.83 0.03
C 1.57443 1.00832 -2.76460 -0.32 -0.71 -0.99
C 0.46495 0.26884 -2.06245 0.26 -0.84 1.57
C -0.17342 -0.64465 -3.14473 1.62 -0.62 2.29
C 1.05494 -0.54229 -0.85808 -0.62 0.03 -0.50
H 1.11230 1.70487 -3.42568 -0.09 1.09 -0.73
H 2.14792 0.32708 -3.41028 -0.10 -0.09 0.21
H 2.28369 1.46274 -2.13347 0.67 0.88 1.01
H -0.23763 0.99166 -1.54667 0.25 -0.57 -1.32
H 0.59454 -1.17920 -3.70981 0.21 -0.04 0.28
H -0.63313 -0.02786 -3.80692 -1.83 1.69 -2.23
H -0.84161 -1.36719 -2.73013 -0.59 -0.35 0.23
H 1.68257 0.13729 -0.27378 0.02 -0.02 -0.01
H 1.73917 -1.23216 -1.38240 -0.09 -0.44 0.54
```
Forces are in eV/Å.

Löwdin atomic charge list, values in e, 8 entries: 1.027, 0.511, -0.666, -0.185, -0.055, -0.363, -0.217, -0.128



- Number 3 is which compound?
  C35H29BrClN5O4STi



- Which value of largest force on an atom does entry 3 give?
  3.464 eV Å⁻¹



- largest force on an atom of number 3 (C35H29BrClN5O4STi)?
  3.464 eV Å⁻¹



- The highest largest force on an atom belongs to which entry?
  C35H28N4O2PV